# 1
A structure of composition C30H28F3N6O3SSe2Ti, computed with ωB97M-V with the def2-TZVPD basis set.

Geometry as ORCA input:
```
! wB97M-V def2-TZVPD RIJCOSX def2/J DEFGRID3
* xyz 1 3
Ti 0.159 0.009 0.401
C 0.547 0.340 -2.641
C 2.052 0.128 -2.494
C 2.830 0.458 -1.234
C 4.069 1.071 -1.377
C 4.913 1.189 -0.289
C 4.512 0.660 0.925
C 3.253 0.102 1.001
N 2.411 0.023 -0.035
N -0.314 -0.499 -1.770
C -0.098 -1.937 -2.039
C 0.705 -2.645 -0.982
C 1.472 -3.751 -1.313
C 2.143 -4.432 -0.312
C 2.029 -3.976 0.990
C 1.257 -2.856 1.230
N 0.596 -2.196 0.274
C -1.735 -0.138 -1.994
C -2.202 0.989 -1.119
C -2.935 2.048 -1.616
C -3.364 3.035 -0.740
C -3.050 2.921 0.601
C -2.313 1.824 1.015
N -1.895 0.869 0.181
H 0.302 0.103 -3.685
H 0.285 1.380 -2.464
H 2.506 0.703 -3.302
H 2.287 -0.918 -2.725
H 4.367 1.448 -2.346
H 5.872 1.678 -0.391
H 5.143 0.698 1.802
H 2.885 -0.289 1.943
H 0.376 -2.083 -3.014
H -1.069 -2.435 -2.092
H 1.538 -4.069 -2.345
H 2.749 -5.297 -0.547
H 2.535 -4.466 1.810
H 1.177 -2.457 2.231
H -2.346 -1.008 -1.740
H -1.914 0.100 -3.048
H -3.153 2.107 -2.674
H -3.919 3.889 -1.107
H -3.334 3.678 1.316
H -2.035 1.709 2.053
Se -3.388 -1.132 2.567
Se -1.432 -2.218 3.145
C -0.331 -0.696 3.583
C 0.015 -0.529 4.916
C 0.840 0.526 5.279
C 1.255 1.408 4.294
C 0.860 1.177 2.991
N 0.115 0.121 2.615
C -3.511 -1.668 0.721
C -4.501 -1.039 -0.035
C -4.689 -1.470 -1.335
C -3.903 -2.511 -1.821
C -2.949 -3.058 -0.982
N -2.739 -2.635 0.270
H -0.376 -1.216 5.652
H 1.129 0.662 6.313
H 1.864 2.274 4.514
H 1.166 1.868 2.217
H -5.107 -0.248 0.388
H -5.447 -1.011 -1.958
H -4.035 -2.895 -2.823
H -2.325 -3.880 -1.314
F 1.539 5.479 -1.291
C 1.060 4.255 -1.441
F -0.162 4.327 -1.978
F 1.847 3.586 -2.300
S 1.000 3.370 0.167
O 2.363 3.299 0.621
O 0.058 4.085 0.978
O 0.486 2.058 -0.291
*
```

Lowest unoccupied orbital energy (spin up / spin down) ... -2.832 / -2.950 eV
HOMO energy (spin up / spin down) ... -9.22 / -10.98 eV
Strongest force on any atom ... 0.61 eV/A
ΔE to the lowest compared entry with this formula, charge and spin ... 19.9 kcal/mol

# 2
A structure of composition C30H28F5MnN4O2, computed with ωB97M-V with the def2-TZVPD basis set.

Geometry as ORCA input:
```
! wB97M-V def2-TZVPD RIJCOSX def2/J DEFGRID3
* xyz 1 6
Mn -0.033 0.113 0.115
C 5.796 3.784 1.527
C 4.730 2.835 1.055
C 5.075 1.620 0.469
C 4.137 0.687 -0.030
C 4.584 -0.509 -0.602
N 3.767 -1.506 -1.025
C 4.242 -2.783 -1.466
C 3.272 -3.404 -2.468
C 1.852 -3.484 -1.927
N 1.842 -4.274 -0.686
C 0.848 -4.546 0.097
C -0.482 -4.023 0.090
C -1.476 -4.958 0.448
C -2.821 -4.671 0.410
C -3.872 -5.683 0.763
C -3.162 -3.369 0.042
C -2.221 -2.381 -0.213
C -2.724 -1.052 -0.503
N -2.064 0.041 -0.536
C -2.899 1.242 -0.751
C -2.073 2.486 -0.987
C -1.252 2.867 0.237
N -0.021 2.065 0.333
C 1.058 2.709 0.664
C 2.399 2.249 0.687
C 3.395 3.151 1.159
C 2.742 1.023 0.100
O 1.827 0.205 -0.367
C -0.833 -2.670 -0.172
O 0.073 -1.756 -0.301
H 6.715 3.254 1.776
H 5.472 4.330 2.413
H 6.036 4.517 0.755
H 6.125 1.362 0.388
H 5.648 -0.685 -0.703
H 2.792 -1.373 -0.796
H 4.397 -3.472 -0.618
H 5.223 -2.664 -1.928
H 3.623 -4.398 -2.757
H 3.241 -2.798 -3.375
H 1.181 -3.984 -2.631
H 1.433 -2.504 -1.711
H 2.700 -4.778 -0.498
H 1.052 -5.334 0.815
H -1.159 -5.957 0.730
H -3.438 -6.673 0.885
H -4.635 -5.746 -0.013
H -4.371 -5.417 1.696
H -4.211 -3.097 -0.010
H -3.804 -1.008 -0.668
H -3.494 1.383 0.156
H -3.584 1.056 -1.580
H -2.757 3.303 -1.220
H -1.415 2.365 -1.852
H -1.842 2.737 1.145
H -0.961 3.916 0.170
H 0.929 3.763 0.911
H 3.082 4.091 1.597
F 1.949 -1.301 2.183
C 0.856 -0.873 2.859
C -0.175 -0.252 2.184
C -1.254 0.107 2.961
F -2.334 0.696 2.379
C -1.334 -0.109 4.326
F -2.409 0.251 5.026
C -0.268 -0.726 4.962
F -0.313 -0.956 6.270
C 0.837 -1.116 4.223
F 1.854 -1.729 4.832
*
```

Lowest unoccupied orbital energy (spin up / spin down) ... -3.858 / -3.851 eV
HOMO energy (spin up / spin down) ... -7.80 / -10.39 eV
Strongest force on any atom ... 0.37 eV/A
ΔE to the lowest compared entry with this formula, charge and spin ... 6.5 kcal/mol

# 3
A structure of composition C30H28F9N4O9TeY in a non-equilibrium geometry, computed with ωB97M-V with the def2-TZVPD basis set.

Geometry as ORCA input:
```
! wB97M-V def2-TZVPD RIJCOSX def2/J DEFGRID3
* xyz -2 1
Y 0.199 -0.128 0.557
O 4.637 0.655 1.932
C 4.386 1.607 2.847
C 5.469 2.349 3.327
C 5.273 3.340 4.271
C 3.994 3.607 4.755
C 2.924 2.869 4.274
C 3.093 1.868 3.322
C 1.930 1.081 2.794
O 2.147 0.234 1.847
N 0.785 1.306 3.385
N -0.244 0.521 2.835
C -1.207 0.301 3.640
C -2.322 -0.606 3.378
C -3.356 -0.671 4.313
C -4.395 -1.577 4.194
C -4.373 -2.465 3.111
C -3.356 -2.438 2.177
C -2.303 -1.491 2.270
O -1.361 -1.443 1.397
H 3.748 0.276 1.695
H 6.452 2.129 2.929
H 6.122 3.913 4.629
H 3.834 4.386 5.490
H 1.915 3.056 4.617
H -1.153 0.777 4.621
H -3.326 0.015 5.156
H -5.193 -1.605 4.924
H -5.169 -3.196 3.003
H -3.330 -3.124 1.341
C -2.126 0.831 -3.560
O -1.724 -0.408 -2.982
C -1.962 -0.463 -1.582
O -1.217 0.343 -0.876
N -3.387 -0.287 -1.384
N -3.776 0.214 -0.117
H -1.373 1.096 -4.305
H -2.183 1.626 -2.823
H -3.102 0.733 -4.043
H -3.850 -1.162 -1.598
H -3.843 -0.531 0.573
H -4.680 0.651 -0.226
C 3.837 -0.584 -1.384
C 2.504 -1.300 -1.535
C 2.440 -2.110 -2.818
O 1.430 -0.338 -1.546
C 2.304 -2.264 -0.333
O 3.137 -3.153 -0.189
O 1.271 -2.052 0.396
H 4.062 -0.020 -2.295
H 4.621 -1.319 -1.208
H 3.821 0.114 -0.544
H 2.715 -1.480 -3.669
H 1.425 -2.480 -2.969
H 3.124 -2.956 -2.748
H 1.781 0.569 -1.548
Te -1.375 -2.722 -1.295
C -2.271 -3.562 -3.026
C -2.363 -2.989 -4.298
C -2.935 -3.693 -5.354
C -3.411 -4.987 -5.175
C -3.314 -5.571 -3.919
C -2.758 -4.862 -2.858
H -1.985 -1.991 -4.453
H -2.993 -3.227 -6.332
H -3.853 -5.531 -6.001
H -3.677 -6.580 -3.758
H -2.706 -5.328 -1.880
F 3.178 4.049 -0.921
C 2.232 4.174 0.031
F 2.787 3.839 1.189
F 1.917 5.487 0.098
C 1.010 3.254 -0.300
O 1.336 1.974 -0.115
C 0.613 3.519 -1.799
F 0.665 4.816 -2.171
F 1.429 2.852 -2.629
F -0.630 3.083 -2.040
C -0.206 3.697 0.607
F -1.014 2.657 0.815
F -0.944 4.687 0.062
F 0.200 4.137 1.806
*
```

Lowest unoccupied orbital energy ... 4.047 eV
HOMO energy ... -2.26 eV
Strongest force on any atom ... 2.32 eV/A
ΔE to the lowest compared entry with this formula, charge and spin ... 40.7 kcal/mol